{
  "formula": "C7H8NO5S",
  "method": "ωB97M-V/def2-TZVPD",
  "e_homo_ev": -5.556,
  "charge": -1,
  "orbital_gap_ev": 8.9,
  "de_lowest_kj_mol": 176.3,
  "lumo_ev": 3.35,
  "species": ["S", "O", "O", "O", "O", "O", "N", "C", "C", "C", "C", "C", "C", "C", "H", "H", "H", "H", "H", "H", "H", "H"],
  "xyz": [[-1.79, 1.93, 0.52], [4.60, -1.18, 1.69], [-3.10, 2.50, 0.41], [-1.41, 1.65, 2.11], [2.14, -1.58, -2.02], [3.77, 0.02, -2.02], [0.88, 1.08, 0.76], [-1.22, -0.89, 0.80], [2.93, -0.75, -1.70], [1.76, 0.41, 0.39], [3.76, -0.84, 0.95], [-1.69, 0.08, -1.53], [2.86, -0.45, 0.17], [-2.00, 0.10, 0.01], [-2.35, 0.80, -1.96], [-3.08, -0.01, 0.21], [-1.41, -0.77, 1.82], [-1.40, -1.95, 0.41], [-0.64, 0.23, -1.64], [-0.20, -0.84, 0.76], [-0.45, 1.39, 1.90], [-1.95, -0.93, -2.04]],
  "nbo_charge": [1.5034, -0.5323, -0.9807, -0.9334, -0.6289, -0.6255, -0.5543, -0.6351, 0.9399, 0.4132, 0.7018, -0.6256, -0.6603, -0.4021, 0.2102, 0.2117, 0.2194, 0.2026, 0.2270, 0.2291, 0.5152, 0.2045]
}

{
  "formula": "C7H8NS",
  "method": "ωB97M-V/def2-TZVPD",
  "e_homo_ev": -12.066,
  "charge": 1,
  "orbital_gap_ev": 6.1,
  "de_lowest_kj_mol": 384.0,
  "lumo_ev": -6.01,
  "species": ["S", "N", "C", "C", "C", "C", "C", "C", "C", "H", "H", "H", "H", "H", "H", "H", "H"],
  "xyz": [[-0.43, -0.24, 0.04], [2.84, -1.40, 0.27], [2.17, -2.05, 1.01], [-2.00, 1.74, -1.08], [3.17, -0.49, -0.52], [-1.64, 0.83, 0.01], [2.97, 0.83, -0.33], [1.67, -2.87, 1.86], [2.66, 2.00, -0.37], [0.88, -2.61, 2.63], [3.77, -0.89, -1.45], [-1.43, 2.72, -0.98], [-2.16, 1.07, 0.93], [-3.08, 2.09, -1.15], [-1.61, 1.19, -2.00], [1.79, -3.90, 1.62], [2.34, 2.96, -0.23]],
  "nbo_charge": [-0.0586, -0.3027, 0.4827, -0.7149, 0.1864, -0.1794, -0.1644, -0.4082, 0.0921, 0.3064, 0.2730, 0.2596, 0.1989, 0.2595, 0.2416, 0.2811, 0.2469]
}

{
  "formula": "C7H8O",
  "method": "ωB97M-V/def2-TZVPD",
  "e_homo_ev": -8.649,
  "charge": 0,
  "orbital_gap_ev": 8.9,
  "de_lowest_kj_mol": 516.7,
  "smiles": "C=C=C=C(C=O)CC",
  "lumo_ev": 0.26,
  "species": ["O", "C", "C", "C", "C", "C", "C", "C", "H", "H", "H", "H", "H", "H", "H", "H"],
  "xyz": [[-1.26, 1.33, 2.01], [-1.99, -0.65, 0.04], [-3.23, -0.92, -0.31], [-0.76, -0.32, -0.26], [-0.58, 0.38, 1.72], [0.29, 0.18, 0.30], [2.17, 0.43, -1.32], [1.76, 0.13, 0.13], [1.74, -0.31, -2.00], [2.18, 0.87, 0.81], [-4.05, -0.67, 0.35], [0.01, -0.17, 2.45], [1.81, 1.41, -1.62], [2.14, -0.84, 0.44], [3.26, 0.39, -1.44], [-3.49, -1.26, -1.30]],
  "nbo_charge": [-0.5165, -0.0290, -0.4177, -0.0099, 0.4531, -0.0999, -0.5922, -0.4437, 0.2114, 0.2176, 0.2171, 0.1376, 0.2140, 0.2263, 0.2137, 0.2182]
}

{
  "formula": "C7H8O",
  "method": "ωB97M-V/def2-TZVPD",
  "e_homo_ev": -8.892,
  "charge": 0,
  "orbital_gap_ev": 9.3,
  "de_lowest_kj_mol": 471.9,
  "lumo_ev": 0.45,
  "species": ["O", "C", "C", "C", "C", "C", "C", "C", "H", "H", "H", "H", "H", "H", "H", "H"],
  "xyz": [[-1.58, 0.05, -0.29], [-0.41, 0.20, -0.88], [-0.24, 1.54, -0.08], [0.58, -0.89, 0.99], [0.64, -0.70, -0.42], [-1.10, 0.79, 0.97], [1.38, -1.26, -1.27], [-0.29, -0.17, 1.76], [-0.61, 2.45, -0.77], [0.82, 1.82, 0.05], [1.08, -1.02, -2.39], [-2.03, 1.26, 1.32], [-0.67, -0.45, 2.82], [-0.65, 0.41, -1.85], [2.03, -2.06, -1.22], [1.04, -1.96, 1.27]],
  "nbo_charge": [-0.5143, 0.0661, -0.4218, -0.1691, -0.1133, 0.0203, -0.3250, -0.2183, 0.2195, 0.2002, 0.1838, 0.2223, 0.2360, 0.1917, 0.1991, 0.2228]
}